[1]
Molecular formula: C10H19InNO4
Method: DFT, ωB97M-V/def2-TZVPD

Output
E = -25516.7953 eV
LUMO = -0.2638 hartree
Spin multiplicity = 1
Energy relative to the best compared isomer or geometry (same formula, charge and spin) = 306.4 kJ/mol
Net charge = +1

```
35
Properties=species:S:1:pos:R:3:forces:R:3:mulliken_charge:R:1
In 1.344 -1.195 -1.664 1.6927 -3.1758 -2.7572 0.84
C 1.985 0.492 -3.385 3.8478 3.8297 -0.4733 0.76
O 2.721 1.445 -3.762 -1.8385 -0.4867 -0.4619 -0.53
O 0.988 0.465 -2.664 -2.1871 1.4501 -3.5928 -0.54
O 2.652 -0.581 -3.491 1.0957 -4.5690 0.6970 -0.51
C 1.142 0.359 2.204 -0.4539 0.7829 -1.4737 -1.72
C 0.673 -0.675 1.109 0.3749 -0.4700 2.0708 1.73
C -0.536 -1.446 1.602 -1.7948 -0.2110 1.5745 -1.35
C -1.861 -0.692 1.537 0.4641 -1.4781 -0.0929 -0.50
C -2.060 -0.406 0.081 -0.0220 1.6414 0.0188 -1.29
C -0.988 0.530 -0.529 -3.6847 1.5059 -2.0626 1.54
N 0.368 -0.025 -0.270 -0.4379 -1.3359 2.5078 0.48
O 1.465 0.752 -0.686 0.4930 1.9366 3.7098 -0.38
C -1.294 0.665 -2.108 0.6413 1.2251 0.0557 -1.93
C -1.275 1.965 0.040 1.6982 0.4837 0.3963 -1.45
C 1.820 -1.737 1.117 -0.8175 -0.8040 -1.5358 -1.79
H 0.939 0.157 3.255 -0.1365 -0.7626 -0.2864 0.35
H 2.219 0.478 2.087 -0.0690 0.3862 0.1039 0.46
H 0.618 1.298 2.025 0.2431 0.3030 0.0621 0.43
H -0.756 -2.429 1.187 0.7577 -0.0527 -0.4914 0.39
H -0.363 -1.593 2.668 0.4209 -0.5003 -0.0400 0.45
H -2.761 -1.294 1.662 0.4550 -0.7654 0.9954 0.37
H -1.881 -0.004 2.382 -0.2396 1.0610 -0.8560 0.29
H -3.055 0.039 0.084 0.1786 0.5925 -1.0677 0.39
H -2.163 -1.326 -0.495 0.2404 -0.2707 0.1537 0.39
H -2.099 1.323 -2.436 -1.2471 -0.8655 1.0952 0.49
H -1.202 -0.226 -2.730 -0.6700 -0.4646 0.4584 0.33
H -0.560 1.278 -2.631 -0.1338 0.0837 0.9183 0.53
H -1.623 2.719 -0.666 0.1920 -0.5208 -0.5035 0.44
H -0.310 2.332 0.388 0.0565 0.5555 0.0814 0.18
H -1.934 2.132 0.891 -0.0737 -1.0191 0.1452 0.35
H 2.275 -1.935 2.088 0.1734 0.7376 -0.0671 0.40
H 1.449 -2.730 0.862 -0.6054 -0.1780 -0.0398 0.51
H 2.569 -1.631 0.332 0.9207 0.7347 0.3274 0.43
H 1.494 1.498 -0.083 0.4657 0.6208 0.4303 0.44
```
Forces are in eV/Å.

[2]
Molecular formula: C7H9N2O2
Method: DFT, ωB97M-V/def2-TZVPD

Output
E = -14468.1410 eV
LUMO = -0.1411 hartree
Spin multiplicity = 1
Energy relative to the best compared isomer or geometry (same formula, charge and spin) = 567.7 kJ/mol
Net charge = +1
SMILES string = Nc1ccc([NH3+])cc1C(=O)O

```
20
Properties=species:S:1:pos:R:3:forces:R:3:nbo_charge:R:1
N 1.892 1.727 0.889 -1.8271 -1.6603 -4.6779 -0.77
C 0.857 0.775 0.776 4.6631 3.5119 -1.7235 0.25
C 0.289 0.023 1.795 11.7432 10.4285 5.1399 -0.23
C -0.546 -0.849 1.684 -4.7184 -6.5257 7.0002 -0.24
C -1.037 -0.984 0.529 -2.2348 -1.6689 -10.4468 0.00
C -0.419 -0.405 -0.711 -2.2411 -0.3369 -0.2601 -0.13
C 0.658 0.548 -0.557 -6.7006 -3.2052 -2.6715 -0.20
C 0.835 1.385 -1.804 5.4470 1.1215 2.2235 0.78
O 1.700 2.266 -1.800 -1.5226 -0.1952 -0.0807 -0.60
O 0.342 0.883 -2.868 -0.7220 0.7497 -6.2021 -0.68
H 0.666 1.368 -3.878 -1.0932 -1.6483 4.9146 0.56
H -0.944 -0.535 -1.868 1.5614 0.0334 3.7992 0.27
N -2.027 -2.069 0.346 5.6275 -1.2165 -8.7618 -0.63
H -2.885 -2.030 0.626 -6.8209 1.2785 2.5449 0.41
H -1.735 -2.996 0.514 1.1747 -1.4338 1.2586 0.43
H -2.103 -2.284 -0.857 -0.0514 1.3664 4.0809 0.46
H -0.792 -1.397 2.631 -0.3365 0.1890 -1.2660 0.26
H 0.910 0.350 2.795 -2.0940 -1.3047 -2.0166 0.23
H 2.058 1.971 1.761 1.5452 2.0200 4.6881 0.37
H 2.281 2.254 -0.004 -1.3995 -1.5032 2.4572 0.47
```
Forces are in eV/Å.

[3]
Molecular formula: H8O4
Method: DFT, ωB97M-V/def2-TZVPD

Output
E = -8319.9265 eV
LUMO = 0.0024 hartree
Spin multiplicity = 1
Energy relative to the best compared isomer or geometry (same formula, charge and spin) = 72.3 kJ/mol
SMILES string = O.O.O.O

```
12
Properties=species:S:1:pos:R:3:forces:R:3:nbo_charge:R:1
O 0.175 -2.827 1.976 0.1610 0.3070 -0.0030 -0.96
H 0.267 -1.855 1.955 -0.1840 -0.4032 -0.0380 0.49
H -0.444 -3.024 1.267 -0.0141 0.0547 0.0604 0.46
O 0.918 0.338 -1.510 0.1178 0.1207 -0.2554 -0.97
H 0.930 1.151 -2.034 0.0319 -0.1327 0.0803 0.49
H 1.436 -0.295 -2.022 -0.1000 0.0114 0.1392 0.49
O -1.567 1.948 -1.063 0.2280 -0.0611 -0.0751 -0.94
H -0.936 2.573 -0.691 -0.1092 -0.0517 -0.0057 0.46
H -1.079 1.116 -1.149 -0.1865 0.1350 0.1118 0.48
O 0.004 -0.042 1.272 0.2183 0.1523 -0.3145 -0.97
H -0.153 0.854 1.588 -0.0327 -0.1320 0.0324 0.48
H 0.450 0.061 0.412 -0.1306 -0.0003 0.2677 0.50
```
Forces are in eV/Å.

[4]
Molecular formula: C20H27N5OS
Method: DFT, ωB97M-V/def2-TZVPD

Output
E = -41493.9212 eV
LUMO = 0.0191 hartree
Spin multiplicity = 1
Energy relative to the best compared isomer or geometry (same formula, charge and spin) = 1817.1 kJ/mol

```
54
Properties=species:S:1:pos:R:3:forces:R:3:nbo_charge:R:1
C -5.620 -0.980 1.336 4.4488 -2.6018 -4.3953 -0.42
N -5.779 -0.213 0.054 -1.6594 -0.8081 2.4423 -0.47
C -4.942 -0.542 -1.074 -6.9842 -4.5617 0.7273 -0.37
H -5.219 -0.021 -1.934 -0.1343 1.1298 -1.2270 0.21
H -4.002 -0.814 -0.964 4.9094 -0.3080 0.9356 0.18
H -5.444 -1.737 -1.265 1.5544 2.9452 -0.1893 0.16
C -6.078 1.094 0.445 10.1270 2.3660 -11.6172 -0.11
H -6.840 1.428 0.845 -7.5708 2.0990 4.8306 0.19
C -4.795 1.936 0.778 0.1107 -0.0557 5.1074 -0.28
N -3.588 1.912 -0.054 -14.2168 4.8945 0.1280 -0.55
C -2.535 1.500 0.183 13.1793 -8.2992 -1.8013 0.69
O -2.346 0.725 1.051 2.2524 -2.8207 5.6606 -0.69
C -1.430 1.269 -1.067 2.2209 10.8742 9.5095 -0.24
N -0.258 0.801 -0.539 0.1704 -1.1238 -1.7665 -0.64
C 0.930 0.976 -1.207 -1.0830 -7.0951 11.8876 0.14
N 1.961 0.391 -0.395 2.5690 2.6031 -3.8048 -0.44
C 2.057 -0.604 0.698 -3.1624 6.3972 1.5621 -0.24
C 2.064 -1.953 0.339 3.3702 0.9704 -0.1108 -0.06
C 3.290 -2.566 0.582 -1.5617 -3.5603 1.1306 -0.24
C 3.242 -3.955 0.386 1.3484 -3.6070 -3.5190 -0.17
C 2.230 -4.572 -0.600 0.3135 5.4145 5.0647 -0.21
C 1.077 -3.705 -0.751 0.9516 -4.1783 -6.2803 -0.17
C 1.101 -2.359 -0.470 -2.2700 -3.0197 0.1160 -0.23
H 0.201 -1.827 -0.671 -0.2147 0.8123 -0.2097 0.23
H 0.414 -4.065 -1.758 1.0604 0.9208 3.2902 0.20
H 2.428 -5.581 -0.817 -0.5216 -1.0436 -0.6557 0.22
H 4.130 -4.780 0.577 -2.0016 2.7009 -0.0689 0.21
H 4.003 -2.072 1.220 0.3258 -0.0055 -0.1009 0.22
H 2.813 -0.212 1.367 0.8252 -0.4119 -0.1414 0.23
H 1.167 -0.297 1.324 0.4361 -0.8263 -0.3677 0.22
C 3.340 0.639 -1.210 -3.6641 -6.1925 5.0109 -0.27
C 4.284 1.234 -0.421 6.3703 3.1991 3.5229 -0.07
C 4.028 2.539 0.277 -1.0223 -7.3474 -5.7869 0.12
N 4.790 3.056 1.013 1.5110 5.9098 4.9600 -0.41
C 5.969 2.606 1.306 -0.8395 13.6213 8.0807 -0.02
C 6.473 1.654 0.842 4.4740 -15.8737 -8.3907 -0.22
C 5.594 0.738 -0.176 -2.6742 7.6521 3.3580 -0.16
H 5.858 -0.208 -0.143 1.3979 -4.5564 -1.0702 0.19
H 7.394 1.115 1.064 0.0490 0.8181 0.1896 0.22
H 6.519 3.399 2.039 -0.8148 -2.2689 -1.4073 0.17
H 3.119 2.881 0.216 -5.1626 2.0801 -0.7799 0.17
H 3.559 -0.406 -1.151 0.9235 -0.9296 -1.6903 0.21
H 3.087 1.033 -2.068 -0.8366 1.7234 -4.4281 0.24
S 1.004 1.870 -2.365 1.2168 6.1856 -8.9312 -0.04
H -0.506 0.301 0.242 0.6187 -1.8046 2.6332 0.42
H -1.050 2.444 -1.128 -1.7774 -2.0929 -1.2727 0.18
H -1.782 0.952 -1.852 -3.8060 -3.4345 -8.2654 0.16
H -3.620 2.323 -0.866 -1.1519 3.2723 -5.4538 0.38
H -4.985 3.025 1.056 -0.1929 -1.3456 -0.6085 0.21
H -4.528 1.442 1.809 0.4037 1.2252 -1.8186 0.23
H -6.209 1.745 -0.725 -0.4969 -1.8277 2.5210 0.11
H -6.296 -0.592 2.002 -1.0835 0.8521 2.0231 0.20
H -4.438 -0.863 1.486 -2.5700 -0.5211 1.0629 0.21
H -5.838 -2.107 1.139 0.3345 1.8545 0.4048 0.20
```
Forces are in eV/Å.

Which of these has the lowest energy relative to the best compared isomer or geometry (same formula, charge and spin)?
H8O4